No. 1
A cluster of 3 separate species, C29H50F5INO9P in total at a distorted geometry. Source: the OMol25 dataset; level of theory: ωB97M-V/def2-TZVPD.

The geometry in ORCA input format:
```
! wB97M-V def2-TZVPD RIJCOSX def2/J DEFGRID3
* xyz 0 1
C 1.016 -1.082 -2.799
C 0.952 -1.564 -1.701
C 1.140 -2.205 -0.364
O 0.897 -3.578 -0.561
C -0.141 -1.681 0.389
P -1.781 -2.136 -0.348
C -2.768 -2.571 1.171
C -2.786 -0.748 -1.046
C -3.483 0.200 -0.017
C 0.361 -0.208 0.701
I -0.260 1.508 -0.452
N 1.850 -0.360 1.116
C 1.615 -0.278 2.643
C 2.836 -0.308 3.587
C 2.739 0.823 0.894
C 3.227 1.203 -0.489
C 2.914 2.320 -1.157
C 2.253 -1.729 0.621
C 2.341 -2.752 1.836
O 1.386 -3.494 2.089
O 3.397 -2.697 2.499
C 3.626 -1.908 -0.070
F 4.620 -1.219 0.542
F 3.630 -1.424 -1.341
C 4.228 -3.364 -0.229
F 5.182 -3.617 0.654
F 4.883 -3.415 -1.416
F 3.378 -4.369 -0.248
H 1.094 -0.591 -3.743
H 1.033 -3.803 -1.486
H -0.200 -2.068 1.415
H -2.239 -3.353 1.723
H -2.829 -1.721 1.864
H -3.774 -2.888 0.895
H -2.277 -0.186 -1.828
H -3.613 -1.249 -1.570
H -3.649 1.172 -0.491
H -4.401 -0.229 0.382
H -2.793 0.392 0.811
H -0.303 0.000 1.534
H 1.132 0.672 2.882
H 0.918 -1.046 2.981
H 2.943 0.614 4.171
H 2.704 -1.107 4.319
H 3.798 -0.506 3.116
H 2.262 1.712 1.315
H 3.676 0.730 1.449
H 4.091 0.687 -0.903
H 2.495 3.188 -0.652
H 3.064 2.342 -2.233
C -0.263 7.167 4.652
O -0.369 6.003 5.440
C -1.328 5.097 4.923
C -1.162 3.732 5.555
O -0.131 2.955 4.955
C 1.201 3.316 5.300
C 1.608 2.868 6.688
O 1.141 3.786 7.659
C 1.240 3.265 8.966
H -1.225 7.687 4.588
H 0.463 7.826 5.124
H 0.091 6.922 3.644
H -1.220 5.013 3.834
H -2.329 5.486 5.157
H -2.081 3.169 5.379
H -1.024 3.806 6.634
H 1.369 4.386 5.161
H 1.834 2.789 4.581
H 2.705 2.829 6.750
H 1.199 1.869 6.886
H 0.605 2.378 9.079
H 0.895 4.031 9.658
H 2.277 3.010 9.209
C -3.099 0.508 -8.627
O -3.122 -0.604 -7.762
C -4.079 -1.570 -8.167
C -3.836 -2.889 -7.464
O -2.818 -3.673 -8.072
C -1.480 -3.262 -7.824
C -0.987 -3.622 -6.439
O -1.424 -2.661 -5.492
C -1.240 -3.108 -4.166
H -4.081 0.994 -8.669
H -2.371 1.218 -8.240
H -2.793 0.209 -9.636
H -4.028 -1.720 -9.252
H -5.077 -1.195 -7.900
H -4.746 -3.486 -7.553
H -3.641 -2.742 -6.400
H -1.348 -2.198 -8.029
H -0.875 -3.813 -8.547
H 0.112 -3.631 -6.435
H -1.358 -4.616 -6.164
H -1.844 -4.001 -3.969
H -1.564 -2.315 -3.495
H -0.183 -3.322 -3.974
*
```

Molar mass = 809.59 g/mol
E_tot = -81767.953 eV
Frontier orbital gap = 0.29186 Ha
E_LUMO = -0.4 eV

Atom charges from the Löwdin analysis, given in e for atoms 1 to 5:
1. C 0.142
2. C -0.103
3. C -0.417
4. O 0.013
5. C -0.377

No. 2
The molecule HN3 at a distorted geometry. Source: the OMol25 dataset; level of theory: ωB97M-V/def2-TZVPD.

The geometry in ORCA input format:
```
! wB97M-V def2-TZVPD RIJCOSX def2/J DEFGRID3
* xyz 0 1
N 1.929 -1.912 -0.008
N 0.966 -1.276 0.089
N -0.187 -0.737 0.301
H -0.187 0.225 0.001
*
```

Molar mass = 43.03 g/mol
E_tot = -4484.419 eV
Energy relative to the best compared isomer or geometry (same formula, charge and spin) = 3.8 kcal per mole
Frontier orbital gap = 0.40953 Ha
E_LUMO = 0.9 eV

For each atom in turn, the Löwdin charge in e is:
1. N 0.186
2. N -0.287
3. N 0.058
4. H 0.042

No. 3
A cluster of 12 separate species, C33H59Br22F5O3S in total at a distorted geometry. Source: the OMol25 dataset; level of theory: ωB97M-V/def2-TZVPD.

The geometry in ORCA input format:
```
! wB97M-V def2-TZVPD RIJCOSX def2/J DEFGRID3
* xyz 0 1
O -2.907 -0.089 4.103
C -3.073 0.299 2.937
O -4.143 -0.142 2.065
C -4.273 1.015 1.163
C -5.065 2.060 2.114
C -6.180 2.845 1.267
C -5.683 4.208 0.590
S -4.697 5.315 1.705
C -2.724 1.251 0.878
C -2.281 2.452 -0.081
C -0.678 2.331 -0.290
C 0.052 3.769 -0.342
C 0.853 4.154 0.980
F 2.136 3.533 1.005
F 1.081 5.576 0.967
C 0.120 3.782 2.357
F 0.697 4.602 3.390
F 0.388 2.445 2.754
F -1.259 4.079 2.371
O -2.238 1.261 2.269
H -4.726 0.820 0.129
H -5.641 1.399 2.866
H -4.380 2.719 2.740
H -6.474 2.144 0.394
H -7.127 2.965 1.899
H -5.174 3.991 -0.425
H -6.638 4.796 0.308
H -4.993 6.649 1.468
H -2.175 0.351 0.443
H -2.591 3.482 0.307
H -2.794 2.326 -1.109
H -0.245 1.614 0.483
H -0.506 1.824 -1.328
H -0.723 4.558 -0.662
H 0.842 3.689 -1.181
Br 4.905 8.460 4.588
C 4.124 6.860 5.384
C 4.331 5.653 4.502
Br 3.097 5.661 2.994
H 3.074 7.080 5.575
H 4.644 6.735 6.335
H 4.106 4.736 5.048
H 5.338 5.588 4.090
Br 6.999 6.363 0.563
C 7.350 7.769 1.867
C 8.814 8.127 1.903
Br 9.845 6.787 2.874
H 6.968 7.416 2.825
H 6.753 8.620 1.535
H 8.970 9.058 2.451
H 9.261 8.216 0.913
Br -3.453 -1.182 -1.397
C -2.276 -1.856 -2.787
C -0.841 -1.921 -2.319
Br -0.001 -0.156 -2.307
H -2.416 -1.216 -3.657
H -2.651 -2.856 -3.013
H -0.244 -2.512 -3.016
H -0.729 -2.329 -1.315
Br -0.665 -4.532 -6.125
C 0.900 -3.701 -6.939
C 1.559 -2.731 -5.991
Br 0.563 -1.059 -5.887
H 0.568 -3.238 -7.868
H 1.573 -4.528 -7.171
H 2.548 -2.450 -6.353
H 1.645 -3.113 -4.974
Br 11.412 3.639 -0.560
C 10.288 3.103 0.940
C 11.120 2.613 2.099
Br 11.781 0.807 1.780
H 9.590 2.356 0.563
H 9.736 4.003 1.217
H 10.513 2.538 3.003
H 11.989 3.238 2.301
Br 12.202 -2.179 -0.803
C 13.263 -2.673 0.755
C 13.417 -4.170 0.860
Br 11.792 -5.002 1.542
H 12.779 -2.227 1.624
H 14.233 -2.197 0.601
H 14.192 -4.427 1.584
H 13.643 -4.648 -0.093
Br -5.580 -4.116 -2.833
C -4.450 -5.249 -1.719
C -5.138 -5.597 -0.424
Br -5.088 -4.097 0.820
H -3.508 -4.720 -1.575
H -4.271 -6.145 -2.316
H -4.614 -6.407 0.086
H -6.185 -5.873 -0.552
Br -6.367 -8.768 -1.970
C -6.022 -8.250 -3.818
C -6.602 -9.253 -4.785
Br -5.495 -10.854 -4.891
H -4.944 -8.128 -3.919
H -6.506 -7.279 -3.936
H -6.614 -8.848 -5.798
H -7.607 -9.578 -4.517
Br -7.278 -2.499 3.637
C -8.054 -4.110 4.411
C -7.834 -5.305 3.517
Br -9.057 -5.289 1.999
H -9.107 -3.898 4.599
H -7.540 -4.243 5.364
H -8.056 -6.231 4.051
H -6.824 -5.359 3.111
Br 5.008 -0.844 -3.955
C 6.410 -0.706 -5.302
C 5.826 -0.571 -6.686
Br 5.177 -2.286 -7.348
H 7.050 -1.580 -5.187
H 6.974 0.190 -5.035
H 6.592 -0.263 -7.399
H 4.989 0.125 -6.735
Br -9.504 0.178 2.093
C -10.822 -0.818 3.126
C -11.350 -1.996 2.346
Br -12.642 -1.431 1.000
H -11.597 -0.111 3.419
H -10.288 -1.155 4.017
H -11.900 -2.675 3.001
H -10.571 -2.553 1.826
*
```

Molar mass = 2388.78 g/mol
E_tot = -1606676.368 eV
Energy relative to the best compared isomer or geometry (same formula, charge and spin) = 90.6 kcal per mole
Frontier orbital gap = 0.34170 Ha
E_LUMO = 0.1 eV

Atom charges from the Löwdin analysis, given in e for atoms 1 to 5:
1. O 0.120
2. C -0.393
3. O -0.026
4. C -0.224
5. C -0.115